1.
The following is a quantum chemistry calculation of a cluster of 2 separate species, C2H8NO2 in total at a distorted geometry, from the OMol25 dataset.

- E_LUMO: -3.6 eV
- Net charge: +1
- Largest force on an atom: 0.0979 Eh/bohr
- HOMO: -0.549 hartree
- Gap between HOMO and LUMO: 11.3 eV

Atoms and positions in Å:
C1 0.65 -1.60 -2.67
N1 0.82 -0.90 -1.33
H1 0.35 -2.66 -2.65
H2 1.68 -1.50 -3.11
H3 -0.12 -1.06 -3.26
H4 1.67 -1.24 -0.74
H5 0.78 0.10 -1.24
H6 -0.08 -1.09 -0.98
O1 0.01 0.27 0.80
C2 -0.37 0.82 1.82
O2 -1.31 1.70 2.01
H7 0.44 0.67 2.73
H8 -1.70 1.99 1.15

The molecule's natural (NBO) atomic charges, reported in e, are given here: number 1, C, carries -0.439; number 2, N, carries -0.681; number 3, H, carries 0.256; number 4, H, carries 0.236; number 5, H, carries 0.244; number 6, H, carries 0.468; number 7, H, carries 0.460; number 8, H, carries 0.448; number 9, O, carries -0.717; number 10, C, carries 0.692; number 11, O, carries -0.623; number 12, H, carries 0.146; number 13, H, carries 0.510


2.
The following is a quantum chemistry calculation of a cluster of 2 separate species, C2H8NO2 in total at a distorted geometry, from the OMol25 dataset.

- E_LUMO: -3.9 eV
- Net charge: +1
- Largest force on an atom: 0.0385 Eh/bohr
- HOMO: -0.547 hartree
- Gap between HOMO and LUMO: 10.9 eV

Atoms and positions in Å:
O1 1.28 -0.52 1.77
C1 0.09 -0.59 1.70
C2 -0.70 0.51 1.00
N1 -0.05 0.89 -0.35
H1 -0.60 -1.36 2.05
H2 -0.80 1.44 1.58
H3 -1.71 0.25 0.68
H4 -0.57 1.72 -0.67
H5 -0.21 0.28 -1.20
H6 0.93 1.13 -0.20
H7 0.63 -2.00 -1.87
H8 0.99 -0.74 -2.69
O2 0.71 -1.04 -1.81

The molecule's natural (NBO) atomic charges, reported in e, are given here: number 1, O, carries -0.444; number 2, C, carries 0.419; number 3, C, carries -0.323; number 4, N, carries -0.695; number 5, H, carries 0.151; number 6, H, carries 0.259; number 7, H, carries 0.231; number 8, H, carries 0.429; number 9, H, carries 0.481; number 10, H, carries 0.453; number 11, H, carries 0.515; number 12, H, carries 0.501; number 13, O, carries -0.976